{
  "formula": "C36H98ClN8O4",
  "method": "the ωB97M-V functional and the def2-TZVPD basis",
  "symbols": ["N", "H", "H", "H", "H", "N", "H", "H", "H", "H", "Cl", "O", "O", "O", "O", "C", "C", "N", "C", "C", "C", "C", "H", "H", "H", "H", "H", "H", "H", "H", "H", "H", "H", "H", "H", "H", "H", "C", "C", "N", "C", "C", "C", "C", "H", "H", "H", "H", "H", "H", "H", "H", "H", "H", "H", "H", "H", "H", "H", "C", "C", "N", "C", "C", "C", "C", "H", "H", "H", "H", "H", "H", "H", "H", "H", "H", "H", "H", "H", "H", "H", "C", "C", "N", "C", "C", "C", "C", "H", "H", "H", "H", "H", "H", "H", "H", "H", "H", "H", "H", "H", "H", "H", "C", "C", "N", "C", "C", "C", "C", "H", "H", "H", "H", "H", "H", "H", "H", "H", "H", "H", "H", "H", "H", "H", "C", "C", "N", "C", "C", "C", "C", "H", "H", "H", "H", "H", "H", "H", "H", "H", "H", "H", "H", "H", "H", "H"],
  "coordinates": [[-0.9019, -0.5493, -2.0959], [-0.4432, -0.4944, -1.1977], [-1.8810, -0.7692, -1.9816], [-0.4878, -1.2653, -2.6754], [-0.9527, 0.3558, -2.5412], [2.0139, -2.6630, -0.2934], [1.3935, -3.0211, -1.0053], [1.8859, -1.6638, -0.2200], [2.9568, -2.9309, -0.5369], [1.7744, -3.0439, 0.6108], [0.8960, 0.3657, -0.0712], [1.4453, -0.8156, -0.5766], [1.1946, 1.4763, -0.9800], [-0.5657, 0.1529, -0.0957], [1.2545, 0.6505, 1.2955], [3.6115, -2.7624, 2.5509], [2.0685, -2.5704, 2.3941], [1.3437, -3.3774, 1.4254], [-0.0812, -3.0861, 1.4010], [-0.4115, -1.6196, 1.3649], [1.5610, -4.8216, 1.7059], [1.0210, -5.7962, 0.6379], [4.0967, -2.0239, 3.1892], [4.1758, -2.8087, 1.6195], [3.7865, -3.6576, 3.1476], [1.5761, -2.5544, 3.3664], [2.0173, -1.5593, 1.9902], [-0.5490, -3.5514, 0.5334], [-0.5440, -3.5756, 2.2579], [-0.3629, -1.2144, 2.3755], [0.2157, -1.0643, 0.6676], [-1.4233, -1.5976, 0.9599], [1.0536, -5.1310, 2.6196], [2.6313, -5.0281, 1.7110], [-0.0427, -5.5937, 0.5132], [1.2741, -6.8309, 0.8690], [1.5318, -5.5333, -0.2885], [3.3830, 2.9005, -1.4969], [3.8279, 1.5890, -0.8246], [4.2085, 0.5904, -1.8257], [3.1229, 0.1756, -2.6871], [3.2065, -1.2468, -3.3107], [5.3917, 0.9728, -2.6523], [6.6268, 1.2393, -1.7537], [2.4779, 2.8029, -2.0964], [4.0957, 3.4469, -2.1146], [2.9837, 3.5831, -0.7467], [4.6299, 1.7401, -0.1021], [3.0529, 1.1577, -0.1909], [2.2408, 0.1880, -2.0469], [2.8491, 0.9027, -3.4516], [3.2810, -2.0039, -2.5301], [2.3142, -1.5565, -3.8546], [4.0672, -1.4106, -3.9592], [5.2520, 1.8558, -3.2759], [5.5785, 0.1901, -3.3876], [7.4856, 1.3406, -2.4173], [6.8195, 0.4502, -1.0270], [6.6299, 2.2019, -1.2423], [1.9313, 3.4966, 5.8458], [2.0140, 2.6800, 4.5324], [1.7497, 1.2181, 4.7026], [2.1311, 0.5206, 3.5006], [2.0443, -1.0599, 3.5214], [0.4252, 0.8522, 5.1512], [-0.7528, 1.3544, 4.2428], [0.9203, 3.7998, 6.1179], [2.4689, 4.4306, 5.6823], [2.4228, 2.9462, 6.6481], [1.4138, 3.0909, 3.7206], [3.0185, 2.9258, 4.1879], [3.2025, 0.6839, 3.3842], [1.6653, 1.0332, 2.6590], [1.0239, -1.4328, 3.6108], [2.6559, -1.4927, 4.3131], [2.4228, -1.4059, 2.5595], [0.3109, -0.2097, 5.3688], [0.3360, 1.2285, 6.1703], [-0.7773, 2.4399, 4.1471], [-0.5777, 0.9431, 3.2487], [-1.7411, 1.0046, 4.5411], [-2.1433, 1.8654, -1.1173], [-2.0456, 1.9388, -2.6530], [-0.9956, 1.0911, -3.2235], [0.3001, 1.7166, -3.0430], [1.4226, 0.7916, -3.5351], [-1.3074, 0.8803, -4.6557], [-1.1781, 2.0354, -5.6137], [-1.2016, 1.8916, -0.5690], [-2.5583, 0.8868, -0.8760], [-2.8067, 2.6419, -0.7365], [-3.0650, 1.7300, -2.9777], [-1.8577, 2.9672, -2.9618], [0.3518, 2.7123, -3.4834], [0.4695, 1.9260, -1.9868], [1.1823, 0.3880, -4.5187], [2.3856, 1.3022, -3.5423], [1.4849, -0.0253, -2.8161], [-2.3500, 0.5842, -4.7723], [-0.7700, -0.0064, -4.9918], [-1.8114, 1.9187, -6.4931], [-0.1481, 2.0556, -5.9700], [-1.3954, 3.0277, -5.2185], [-5.2536, -0.4234, -1.7798], [-3.7718, -0.0349, -1.8867], [-2.7856, -1.0798, -1.8736], [-2.8492, -2.0494, -3.0004], [-2.6670, -1.4021, -4.3903], [-2.7021, -1.8282, -0.6295], [-2.5291, -1.0160, 0.6632], [-5.5799, -1.1721, -2.5017], [-5.8634, 0.4788, -1.8278], [-5.4760, -0.7610, -0.7676], [-3.6153, 0.5283, -2.8067], [-3.4986, 0.7105, -1.1399], [-2.1698, -2.8986, -2.9262], [-3.8500, -2.4783, -3.0501], [-1.7670, -0.7875, -4.4100], [-2.4941, -2.2232, -5.0861], [-3.4799, -0.7469, -4.7032], [-1.9211, -2.5809, -0.7375], [-3.6000, -2.4413, -0.5515], [-3.3764, -0.3493, 0.8232], [-1.7813, -0.2573, 0.4323], [-2.2781, -1.6088, 1.5427], [-1.9569, -0.5286, 3.2139], [-1.8801, 0.5096, 2.0742], [-3.1879, 0.9148, 1.6019], [-4.0131, 1.5858, 2.6179], [-3.4401, 2.8781, 3.2277], [-3.0647, 1.7073, 0.3764], [-4.3281, 1.7817, -0.4380], [-1.0022, -0.9651, 3.5074], [-2.7278, -1.2633, 2.9813], [-2.2223, 0.0246, 4.1148], [-1.2034, 1.3479, 2.2403], [-1.3793, 0.0292, 1.2337], [-4.9898, 1.8266, 2.1982], [-4.1802, 0.8929, 3.4426], [-4.1292, 3.2682, 3.9768], [-2.4217, 2.7226, 3.5838], [-3.4139, 3.6534, 2.4620], [-2.3328, 1.2152, -0.2641], [-2.7645, 2.7297, 0.6063], [-5.0010, 2.3883, 0.1682], [-4.7728, 0.8287, -0.7246], [-4.2081, 2.3702, -1.3476]],
  "forces_ev_per_angstrom": [[13.9, -9.0, 2.6], [-1.0, -2.1, -2.8], [2.6, 1.9, -0.1], [0.4, 0.2, -0.5], [0.4, -1.6, 0.6], [6.8, -2.9, -11.3], [0.0, 0.0, -0.2], [3.0, -3.8, 2.0], [0.3, 0.0, -0.4], [0.9, -1.1, -1.0], [-1.7, 8.5, 1.1], [-2.2, 8.5, -4.8], [1.2, -2.8, 6.1], [4.8, 5.4, 0.8], [-0.1, -0.8, -3.4], [0.3, -1.9, -0.1], [0.3, -7.6, -5.2], [-4.8, -8.8, 12.9], [-0.3, 0.2, 0.3], [5.6, -3.1, 0.9], [-0.1, -1.2, -0.9], [0.2, 1.4, -0.3], [-0.4, 0.3, -0.5], [-0.1, -0.2, -0.1], [0.1, -0.4, -0.4], [0.2, -2.9, -1.6], [-5.7, -4.2, -9.3], [0.4, -0.3, -0.2], [-0.2, -0.1, 0.3], [0.9, -0.4, -1.7], [-1.1, -4.0, 3.0], [5.0, -1.2, 0.2], [0.4, 0.4, 0.5], [0.0, 0.3, 0.6], [0.0, -0.7, -0.1], [-0.3, 0.1, 0.1], [-0.2, -0.2, -0.3], [-0.9, 0.5, 0.8], [0.4, 0.0, -1.0], [2.5, -1.0, -0.3], [7.7, -3.6, 5.0], [0.5, -0.2, 0.6], [0.2, -0.1, 1.8], [0.1, 0.1, -1.0], [0.3, -0.4, -0.4], [0.4, -0.3, 0.3], [0.4, 0.3, 0.3], [0.4, 0.2, -0.4], [0.5, 0.4, -0.3], [3.8, 0.3, 1.0], [14.3, -10.0, 2.9], [0.3, 0.1, 0.3], [0.0, 0.4, -0.2], [0.0, 0.3, -0.1], [-0.4, 0.4, 0.0], [0.1, -0.3, 0.4], [0.2, -0.3, 0.0], [-0.1, 0.0, -0.1], [-0.5, 0.0, 0.1], [-0.4, 0.0, -0.8], [-0.3, -0.3, 1.0], [0.9, 0.5, 0.5], [1.0, -0.3, 1.6], [-0.1, 10.8, 7.7], [-1.2, 1.5, 0.9], [2.9, 0.7, 1.8], [-0.1, -0.3, 0.2], [0.1, 0.0, 0.1], [-0.1, 0.0, 0.0], [-0.6, 0.3, 0.0], [0.4, -1.1, -0.1], [0.4, 0.3, -0.2], [0.6, -0.4, 2.0], [-0.2, 2.2, 0.6], [-0.3, 0.6, 0.7], [5.2, 7.2, 9.0], [0.4, -0.3, -0.6], [-0.2, 0.5, 0.1], [0.5, 0.0, 0.2], [1.2, 0.6, 2.3], [1.4, 1.8, 1.0], [8.3, 4.9, -13.2], [0.9, 2.8, -0.4], [-2.6, 12.3, -9.4], [0.1, 1.1, -2.2], [-11.0, 3.0, -3.9], [-0.9, 1.0, -0.6], [1.4, 0.6, -0.4], [0.3, 1.0, -1.4], [2.5, -2.4, -9.9], [2.3, 1.0, -3.6], [1.0, 0.6, -0.7], [0.0, 0.4, 0.0], [-0.2, 0.1, -0.8], [-2.0, 0.5, -2.7], [0.1, 0.3, -0.4], [-13.3, 10.2, -3.3], [-2.6, 0.5, -2.9], [0.4, 0.9, 0.5], [0.7, 0.8, -0.5], [-0.1, -0.3, 0.1], [0.1, 0.4, -0.2], [-0.1, -0.1, 0.3], [0.0, -0.5, 0.2], [-1.0, -2.6, -2.5], [-14.7, -6.5, 1.4], [-1.9, 0.3, -1.5], [0.8, -1.2, 1.1], [-1.3, -1.9, 1.5], [-7.2, -2.4, -7.0], [0.1, 0.1, 0.0], [-0.2, -0.3, -0.9], [0.0, -0.6, 0.1], [-0.7, -1.3, 0.2], [-2.1, -3.7, -2.4], [0.3, 0.4, 0.6], [-0.1, -0.3, 0.5], [-1.1, -2.2, 0.4], [-0.4, 0.1, -0.2], [-0.3, -0.5, 0.0], [0.4, 0.1, -0.3], [-0.3, -0.2, 0.0], [-0.8, -1.7, -0.3], [-3.7, -3.0, -2.5], [-3.8, 0.4, -0.6], [-1.9, 0.8, 1.2], [-0.1, 1.2, 1.0], [-2.2, 3.9, 3.2], [0.3, 0.1, 0.8], [-0.2, 0.0, -0.9], [-5.4, 0.2, 13.5], [-4.7, 2.1, 3.0], [-0.9, 0.1, 0.5], [0.2, -0.1, 0.5], [-1.4, -2.1, -0.9], [-1.4, 0.4, -0.6], [0.9, 2.5, 5.3], [0.0, -0.3, -0.1], [-0.2, -0.2, 0.0], [0.3, -0.2, 0.3], [-0.6, 0.3, 0.2], [0.2, 0.1, -0.1], [1.1, -0.3, 12.3], [-0.1, -0.2, 1.6], [-0.6, 0.0, 0.0], [-1.1, 2.6, 2.6], [-0.6, -0.2, 0.0]],
  "lowdin_charge": [0.20, -0.03, -0.27, 0.13, -0.23, 0.25, 0.14, -0.20, 0.13, -0.28, 0.98, -0.19, -0.31, -0.46, -0.24, 0.01, -0.30, -0.14, -0.10, -0.12, -0.17, -0.06, 0.10, 0.10, 0.10, 0.13, 0.09, 0.12, 0.15, 0.06, 0.04, -0.05, 0.13, 0.12, 0.07, 0.09, 0.07, -0.04, -0.21, -0.14, -0.35, -0.01, -0.22, -0.09, 0.05, 0.08, 0.08, 0.11, 0.07, 0.05, -0.01, 0.05, 0.08, 0.08, 0.10, 0.10, 0.07, 0.07, 0.06, -0.08, -0.23, -0.18, -0.18, -0.16, -0.19, -0.11, 0.06, 0.07, 0.08, 0.10, 0.11, 0.12, 0.05, 0.08, 0.13, -0.07, 0.11, 0.11, 0.08, 0.02, 0.06, -0.21, -0.08, -0.11, -0.14, -0.10, -0.25, -0.04, 0.16, 0.05, 0.11, 0.11, 0.14, 0.14, 0.02, 0.12, 0.05, 0.05, 0.08, 0.11, 0.09, 0.08, 0.08, -0.02, -0.23, -0.12, -0.13, -0.06, -0.07, -0.18, 0.10, 0.10, 0.10, 0.11, 0.02, 0.13, 0.12, 0.01, 0.10, 0.09, 0.12, 0.14, 0.11, 0.01, 0.10, -0.06, -0.26, -0.17, -0.19, -0.05, -0.35, -0.08, 0.08, 0.12, 0.05, 0.12, 0.02, 0.11, 0.11, 0.08, 0.03, 0.07, -0.08, 0.16, 0.12, 0.03, 0.13],
  "e_lumo_ev": -1.9,
  "e_homo_ev": -9.022,
  "energy_ha": -2626.30003,
  "max_force_ev_per_a": 17.72,
  "total_charge": 1,
  "spin_multiplicity": 1
}